# C4H9NO2

One molecule with the formula C4H9NO2 (the ωB97M-V functional and the def2-TZVPD basis, the OMol25 dataset).

- HOMO level: -10.4 eV
- SMILES: CCCOC(N)=O
- Molar mass: 103.1 g mol⁻¹
- Energy above the lowest of the compared OMol25 structures with the same formula, charge and spin: 4.0 kcal per mole
- Total charge: 0

Geometry as XYZ:
```
16
Properties=species:S:1:pos:R:3:forces:R:3
O 1.08797 0.35064 0.13675 0.1 0.0 0.0
O 2.05571 -1.70880 0.18234 0.0 0.4 0.0
N 3.27748 0.18596 -0.19498 0.1 0.0 -0.1
C 2.12591 -0.50644 0.04726 0.0 -0.2 0.0
C -1.21644 0.58705 -0.41335 0.0 0.0 0.0
C -2.63506 0.05553 -0.22645 -0.1 0.0 0.0
C -0.20140 -0.22608 0.36992 -0.2 -0.1 0.0
H -2.72222 -0.98287 -0.56624 0.0 0.1 0.0
H -3.35223 0.65252 -0.79733 0.1 -0.1 0.1
H -1.15850 1.63648 -0.09670 0.0 -0.2 -0.1
H -2.93987 0.08776 0.82607 0.1 0.0 -0.1
H -0.93582 0.55517 -1.47488 -0.1 0.0 0.2
H 3.20973 1.13584 -0.52652 0.0 -0.2 0.1
H -0.18257 -1.27571 0.06222 -0.1 0.2 0.0
H 4.06069 -0.36810 -0.49927 -0.1 0.1 0.1
H -0.40578 -0.19260 1.44763 0.0 0.0 -0.2
```
Forces are in eV/Å.